A molecular structure, C45H39N10RbS3, computed with ωB97M-V with the def2-TZVPD basis set.

Last column: Löwdin charge in e.
Element x y z (Å)
Rb1 -0.11186 0.46819 -0.00486  0.539
C1 2.08416 -1.60647 2.64229  -0.128
N1 1.84178 -1.83065 1.22506  -0.161
C2 1.26117 -3.13186 0.93817  -0.133
C3 -0.20107 -3.29085 1.28890  -0.283
C4 -0.66488 -4.48541 1.82664  -0.041
C5 -2.02454 -4.63046 2.05428  -0.075
C6 -2.86752 -3.57462 1.75299  -0.049
C7 -2.31591 -2.41683 1.21937  -0.128
N2 -1.01224 -2.28306 0.97995  0.086
C8 3.05342 -1.64050 0.43367  -0.137
C9 3.65537 -0.26662 0.58705  -0.288
C10 5.00315 -0.07469 0.86739  -0.032
C11 5.49046 1.22285 0.92237  -0.078
C12 4.62124 2.27836 0.69806  -0.050
C13 3.29010 1.98756 0.42966  -0.128
N3 2.82128 0.74746 0.38503  0.083
C14 0.81147 -1.40434 3.42778  -0.278
C15 0.38114 -2.32081 4.37635  -0.038
C16 -0.83275 -2.10553 5.01363  -0.071
C17 -1.56774 -0.97975 4.68708  -0.052
C18 -1.04459 -0.10372 3.74353  -0.117
N4 0.11661 -0.30498 3.13428  0.116
H1 2.66794 -0.69042 2.74142  0.122
H2 2.67372 -2.43275 3.08397  0.125
H3 1.83470 -3.93932 1.43189  0.123
H4 1.33776 -3.30041 -0.14031  0.124
H5 0.03206 -5.28069 2.06187  0.104
H6 -2.41667 -5.55273 2.46660  0.098
H7 -3.93540 -3.63389 1.91318  0.105
H8 -2.93406 -1.56632 0.94229  0.056
H9 2.77823 -1.75817 -0.61821  0.129
H10 3.81947 -2.40362 0.66588  0.124
H11 5.65416 -0.92631 1.02186  0.102
H12 6.53864 1.40514 1.12739  0.097
H13 4.95777 3.30641 0.70803  0.102
H14 2.57346 2.77282 0.21139  0.103
H15 0.97063 -3.20693 4.57771  0.107
H16 -1.20747 -2.82064 5.73602  0.101
H17 -2.53391 -0.78185 5.13063  0.105
H18 -1.59887 0.77921 3.44124  0.093
S1 -3.32885 -0.07119 -1.18633  0.499
C19 -4.45432 0.86136 -0.29078  -1.253
S2 -3.99619 1.66058 1.15224  0.435
C20 -5.78978 0.87513 -0.73767  -0.435
C21 -6.19227 0.10872 -1.86425  -0.285
N5 -6.55591 -0.51355 -2.77464  0.101
C22 -6.82908 1.57294 -0.07175  -0.314
N6 -7.71971 2.12696 0.41665  0.088
N7 0.25893 3.36593 -1.35478  0.087
C23 1.36015 4.13345 -1.66636  -0.291
C24 1.50335 5.39170 -1.06797  -0.058
C25 2.63962 6.16034 -1.25475  -0.134
C26 3.67128 5.67998 -2.04784  -0.136
C27 3.52346 4.44006 -2.65816  -0.068
C28 2.38632 3.64588 -2.51562  -0.143
C29 2.29946 2.33237 -3.22820  -0.241
C30 2.86913 2.26027 -4.50859  -0.090
C31 2.93731 1.05129 -5.18237  -0.140
C32 2.42744 -0.08697 -4.56773  -0.141
C33 1.83414 0.01997 -3.31425  -0.180
C34 1.72448 1.21515 -2.57731  -0.124
H19 0.17802 2.52554 -1.92104  0.020
H20 -0.59303 3.85356 -1.12635  0.097
H21 0.70568 5.74550 -0.42323  0.102
H22 2.72205 7.12338 -0.76327  0.085
H23 4.58015 6.25383 -2.18596  0.079
H24 4.33372 4.05181 -3.26447  0.100
H25 3.24480 3.15722 -4.99398  0.091
H26 3.36476 1.00117 -6.17868  0.078
H27 2.46381 -1.04388 -5.08234  0.081
H28 1.40878 -0.90102 -2.90464  0.059
C35 -0.49847 3.85383 4.75019  -0.094
C36 0.77182 3.46597 4.34828  -0.081
C37 0.94721 3.04072 3.03992  -0.157
N8 -0.03665 2.98532 2.14609  0.063
C38 -1.25178 3.36389 2.53777  -0.172
C39 -1.52934 3.80333 3.82830  -0.067
H29 -0.67919 4.18582 5.76594  0.096
H30 1.61057 3.48151 5.03241  0.093
H31 1.92349 2.71341 2.69653  0.091
H32 -2.03890 3.28009 1.79720  0.025
H33 -2.54141 4.08299 4.08856  0.104
N9 -5.47869 -3.06027 -3.75942  0.104
C40 -4.66704 -4.09760 -3.99687  -0.807
S3 -5.19160 -5.44915 -4.81683  0.560
C41 -3.28149 -3.97371 -3.44965  -0.225
C42 -2.32092 -4.96383 -3.66640  -0.056
C43 -1.06216 -4.80418 -3.10763  -0.151
N10 -0.69682 -3.74730 -2.37063  0.074
C44 -1.61847 -2.80719 -2.19597  -0.146
C45 -2.90696 -2.87845 -2.70013  -0.034
H34 -6.42358 -3.09784 -4.10207  0.086
H35 -5.20410 -2.20089 -3.30089  0.047
H36 -2.56794 -5.83893 -4.24926  0.066
H37 -0.30509 -5.56791 -3.25593  0.094
H38 -1.37511 -1.94042 -1.60022  0.043
H39 -3.55548 -2.04952 -2.44642  -0.003

Molecular weight: 901.546 g/mol
ΔE to the lowest compared entry with this formula, charge and spin: 0.966 eV
HOMO-LUMO gap: 4.9959 eV
LUMO level: 3.17 eV
Max |F|: 0.911 eV/Å
Total charge: -2

A molecular structure, C45H40As2AuCl2PS in a non-equilibrium geometry, computed with ωB97M-V with the def2-TZVPD basis set.

Last column: Löwdin charge in e.
Element x y z (Å)
Au1 -1.27293 -0.06030 -0.58413  0.508
S1 -2.62880 1.52634 0.29037  0.694
C1 -4.00710 0.54316 0.76520  -0.659
C2 -4.66839 0.86157 1.93406  -0.092
C3 -5.84493 0.18592 2.27509  -0.039
C4 -6.30298 -0.84800 1.49299  -0.041
C5 -5.61230 -1.21560 0.33100  -0.072
C6 -4.48578 -0.51467 -0.03747  -0.399
As1 -3.38762 -0.94211 -1.57687  1.241
C7 -3.46405 -2.82578 -1.86184  -0.391
C8 -3.89856 -3.33003 -3.08139  -0.083
C9 -3.92712 -4.70523 -3.26920  -0.050
C10 -3.52629 -5.55660 -2.25028  -0.047
C11 -3.09074 -5.04374 -1.03493  -0.060
C12 -3.05426 -3.67471 -0.83635  -0.115
C13 -4.13460 -0.02240 -3.07654  -0.387
C14 -5.43764 0.45029 -3.03903  -0.081
C15 -5.95092 1.11072 -4.14527  -0.049
C16 -5.16775 1.28724 -5.27656  -0.047
C17 -3.86449 0.80817 -5.31021  -0.057
C18 -3.34061 0.15388 -4.20595  -0.121
H1 -4.27252 1.64197 2.57035  0.111
H2 -6.37898 0.45496 3.17503  0.122
H3 -7.18389 -1.40263 1.78449  0.121
H4 -5.96381 -2.06229 -0.24822  0.121
H5 -4.22037 -2.66984 -3.87866  0.107
H6 -4.26681 -5.11048 -4.21181  0.118
H7 -3.55526 -6.62626 -2.40080  0.118
H8 -2.78162 -5.71398 -0.24449  0.115
H9 -2.71665 -3.27812 0.11577  0.096
H10 -6.05894 0.31881 -2.16037  0.106
H11 -6.96342 1.48840 -4.12622  0.118
H12 -5.57370 1.80001 -6.13776  0.119
H13 -3.26098 0.94581 -6.19717  0.115
H14 -2.32330 -0.22091 -4.23817  0.070
Cl1 0.07327 -1.20183 -2.87567  0.559
C19 0.77674 0.30219 -3.57548  -0.907
Cl2 0.12841 1.74985 -2.81165  0.567
H15 0.51603 0.30812 -4.62872  0.043
H16 1.85070 0.26279 -3.41234  0.016
C20 1.31598 1.75919 0.84634  -0.425
C21 2.48399 1.95527 1.81128  -0.414
As2 3.65760 3.39091 1.04580  1.322
C22 5.23418 3.08226 2.14626  -0.436
C23 6.49027 3.38443 1.62413  -0.123
C24 7.62199 3.26350 2.41265  -0.071
C25 7.51105 2.84237 3.73133  -0.071
C26 6.26220 2.55105 4.25960  -0.077
C27 5.12830 2.66941 3.46988  -0.122
C28 4.18244 2.34263 -0.52624  -0.428
C29 3.76847 2.80988 -1.77225  -0.140
C30 4.08001 2.11165 -2.93390  -0.101
C31 4.81476 0.93690 -2.85612  -0.088
C32 5.23718 0.46770 -1.61720  -0.084
C33 4.92024 1.16426 -0.46280  -0.108
P1 0.36225 0.26039 1.07500  0.909
C34 1.46701 -1.14504 0.97105  -0.357
C35 2.21642 -1.32436 -0.19182  -0.125
C36 3.12811 -2.36098 -0.27720  -0.056
C37 3.30959 -3.21413 0.80123  -0.037
C38 2.59791 -3.01583 1.97765  -0.044
C39 1.68202 -1.98331 2.07018  -0.065
C40 -0.56182 0.20099 2.61005  -0.401
C41 -0.62958 1.33078 3.42033  -0.079
C42 -1.43601 1.32607 4.54905  -0.048
C43 -2.18577 0.20332 4.86044  -0.050
C44 -2.14231 -0.91670 4.03769  -0.057
C45 -1.33822 -0.91986 2.91355  -0.117
H17 1.69156 1.65965 -0.18143  0.040
H18 0.62587 2.60935 0.83172  0.094
H19 3.06243 1.03725 1.93635  0.073
H20 2.12982 2.27088 2.79316  0.052
H21 6.59864 3.71474 0.59661  0.105
H22 8.59203 3.50295 1.99931  0.111
H23 8.39554 2.74521 4.34491  0.110
H24 6.16719 2.23668 5.28965  0.108
H25 4.16466 2.44358 3.91147  0.088
H26 3.22461 3.74570 -1.84531  0.095
H27 3.78871 2.50888 -3.89831  0.109
H28 5.09259 0.40753 -3.75831  0.109
H29 5.84200 -0.42741 -1.55756  0.109
H30 5.27886 0.80384 0.49542  0.111
H31 2.12500 -0.63769 -1.02360  0.069
H32 3.70983 -2.49174 -1.17840  0.115
H33 4.02480 -4.02192 0.73467  0.120
H34 2.76595 -3.65790 2.83054  0.120
H35 1.16017 -1.81638 3.00191  0.106
H36 -0.05061 2.21487 3.18855  0.101
H37 -1.47245 2.19802 5.18700  0.120
H38 -2.80501 0.19824 5.74634  0.119
H39 -2.72906 -1.79132 4.27887  0.117
H40 -1.31842 -1.80046 2.27972  0.105

Molecular weight: 1061.573 g/mol
ΔE to the lowest compared entry with this formula, charge and spin: 0.302 eV
HOMO-LUMO gap: 4.4159 eV
LUMO level: -8.00 eV
Max |F|: 1.440 eV/Å
Total charge: +2

8 unconnected molecules or ions with the total composition C45H40F5N3 in a non-equilibrium geometry, computed with ωB97M-V with the def2-TZVPD basis set.

Last column: Löwdin charge in e.
Element x y z (Å)
N1 0.21714 0.80312 -1.03573  0.056
C1 1.09195 -0.13197 -0.66546  -0.142
C2 0.69257 -1.48745 -0.63622  -0.079
C3 -0.51089 -1.87349 -1.19372  -0.097
C4 -1.42852 -0.92107 -1.68099  -0.037
C5 -0.96606 0.43523 -1.61381  -0.116
H1 2.05349 0.17746 -0.28325  0.085
H2 1.31035 -2.27990 -0.24026  0.090
H3 -0.84138 -2.90164 -1.18401  0.081
H4 -2.35919 -1.30165 -2.07521  0.083
H5 -1.47593 1.25026 -2.10591  0.078
N2 -1.71124 3.98993 -1.59214  0.053
C6 -0.38536 3.99566 -1.91678  -0.140
C7 0.47359 4.97455 -1.44661  -0.060
C8 -0.15408 6.08205 -0.79744  -0.072
C9 -1.53780 6.12767 -0.59562  -0.062
C10 -2.26811 5.03206 -1.07652  -0.187
H6 -0.08985 3.04423 -2.33374  0.067
H7 1.51545 4.90130 -1.72149  0.078
H8 0.52205 6.80798 -0.37050  0.090
H9 -2.11452 6.97582 -0.25734  0.092
H10 -3.34522 4.99995 -1.00434  0.101
N3 -2.40730 3.03823 4.66879  -0.054
C11 -2.81781 1.84833 4.32421  -0.292
C12 -2.60360 1.29315 3.02186  -0.167
C13 -1.74860 1.97331 2.07460  -0.193
C14 -1.17112 3.14830 2.47449  -0.181
C15 -1.59007 3.71038 3.71535  -0.210
H11 -3.36322 1.30320 5.08036  0.064
H12 -2.94692 0.28606 2.83666  0.028
H13 -1.60654 1.47804 1.12543  0.047
H14 -0.52384 3.58652 1.72925  0.068
H15 -1.27751 4.64784 4.15110  0.035
F1 2.62039 3.16814 -3.48074  0.060
C16 3.88436 3.34783 -3.08814  -0.284
C17 4.98214 3.62126 -3.90554  -0.018
C18 6.30734 3.65425 -3.38731  -0.072
C19 6.46152 3.38127 -2.03207  -0.123
C20 5.39222 3.07697 -1.21141  -0.080
C21 4.06038 3.02150 -1.71736  0.015
H16 4.68749 3.83674 -4.92198  0.106
H17 7.15682 3.88787 -4.01198  0.096
H18 7.41133 3.29039 -1.52611  0.096
H19 5.59039 2.92402 -0.16083  0.098
H20 3.25403 2.73922 -1.05667  0.096
F2 0.64437 -1.48616 6.47314  0.050
C22 0.44897 -1.91464 5.21205  -0.284
C23 1.43307 -2.74630 4.59414  0.005
C24 1.15409 -3.22085 3.27793  -0.101
C25 -0.01111 -2.92762 2.69333  -0.176
C26 -0.89912 -2.08491 3.21577  -0.060
C27 -0.69768 -1.53175 4.53805  0.030
H21 2.33618 -2.98390 5.13667  0.100
H22 1.84067 -3.98544 2.94565  0.096
H23 -0.29091 -3.31887 1.72636  0.086
H24 -1.80589 -1.82124 2.69171  0.099
H25 -1.39308 -0.93545 5.11011  0.110
F3 -2.36593 -3.32945 -3.66552  0.073
C28 -3.52219 -3.27347 -4.31001  -0.348
C29 -3.74397 -2.31835 -5.20587  -0.002
C30 -5.00327 -2.30453 -5.95855  -0.040
C31 -5.92942 -3.30781 -5.72836  -0.132
C32 -5.79756 -4.13923 -4.65238  -0.078
C33 -4.53469 -4.19563 -4.00062  0.010
H26 -2.91907 -1.62148 -5.18818  0.119
H27 -5.18447 -1.58233 -6.74085  0.095
H28 -6.83048 -3.28970 -6.32347  0.099
H29 -6.56992 -4.83365 -4.35637  0.101
H30 -4.35913 -4.84766 -3.15775  0.100
F4 2.53029 1.47933 5.66189  0.054
C34 2.60052 2.20956 4.52874  -0.266
C35 2.13948 1.73074 3.31229  0.002
C36 2.42806 2.44752 2.12700  -0.064
C37 3.10401 3.68640 2.19310  -0.100
C38 3.48092 4.19254 3.42368  -0.102
C39 3.24246 3.45122 4.58224  -0.027
H31 1.65869 0.76906 3.21020  0.110
H32 2.18051 1.91752 1.21913  0.070
H33 3.41497 4.13478 1.26109  0.080
H34 3.95352 5.15213 3.57274  0.096
H35 3.65888 3.82971 5.50405  0.105
F5 -2.68851 -4.95607 -0.87001  0.060
C40 -1.65503 -5.79323 -0.77188  -0.264
C41 -1.02285 -6.11489 0.46614  -0.027
C42 -0.02220 -7.04879 0.59323  -0.080
C43 0.23536 -7.77165 -0.56752  -0.121
C44 -0.43498 -7.62919 -1.76423  -0.086
C45 -1.32043 -6.55116 -1.92079  -0.002
H36 -1.33320 -5.64217 1.38626  0.106
H37 0.39737 -7.28916 1.55893  0.109
H38 1.00126 -8.52971 -0.49591  0.095
H39 -0.22155 -8.34617 -2.54320  0.101
H40 -1.76777 -6.29044 -2.86858  0.104

Molecular weight: 717.826 g/mol
HOMO-LUMO gap (spin up / spin down): 1.7161 / 5.8307 eV
LUMO level (spin up / spin down): 2.14 / 2.13 eV
Max |F|: 4.703 eV/Å
Total charge: -1
2S+1: 2

Q: What is the formula in the second record?
A: C45H40As2AuCl2PS

Q: Which of these has the highest molecular weight?
A: C45H40As2AuCl2PS

Q: Number 1 is which compound?
A: C45H39N10RbS3

Q: Which of these has the lowest molecular weight?
A: C45H40F5N3